Entry 1:
The following is a DFT calculation (ωB97M-V/def2-TZVPD) of a cluster of 13 separate species, C5H38N2O12 in total at a distorted geometry.

Last column: Mulliken spin population.
Positions of all 57 atoms, in Å:
N1 1.76 -1.71 -1.30  0.02
C1 1.88 -0.39 -0.45  0.04
C2 0.79 -0.19 0.55  0.00
N2 -0.52 -0.04 0.00  0.71
C3 -1.31 2.37 0.27  0.09
C4 -0.60 1.31 -0.68  0.03
C5 -1.50 1.18 -1.94  0.06
H1 1.73 -2.39 -0.63  0.00
H2 0.87 -1.80 -1.81  0.00
H3 2.88 -0.08 -0.08  0.00
H4 2.08 0.37 -1.25  0.00
H5 1.05 0.63 1.26  0.09
H6 0.89 -1.15 1.25  0.01
H7 -1.30 -0.22 0.72  -0.04
H8 -1.87 2.01 1.14  0.01
H9 -0.45 2.78 0.84  0.00
H10 -1.81 3.08 -0.35  0.00
H11 0.42 1.68 -0.94  0.00
H12 -1.06 1.72 -2.85  0.01
H13 -1.65 0.21 -2.33  0.00
H14 -2.45 1.55 -1.75  0.00
H15 1.05 -2.36 3.48  0.00
H16 2.58 -1.70 3.43  0.00
O1 1.70 -1.69 3.12  0.00
H17 2.42 0.27 -4.47  0.00
H18 2.77 -0.18 -2.94  0.00
O2 3.07 0.31 -3.74  0.00
H19 -1.56 -2.00 2.11  0.00
H20 -2.19 -3.05 1.23  0.00
O3 -1.30 -2.74 1.41  0.00
H21 -0.21 -2.40 -4.35  0.00
H22 -0.74 -1.75 -2.98  0.00
O4 -0.76 -1.71 -3.87  0.00
H23 -0.72 -2.06 -0.54  0.00
H24 -0.96 -3.61 -0.63  0.00
O5 -0.99 -2.80 -1.15  0.02
H25 1.23 3.86 1.51  0.00
H26 2.09 2.88 1.12  0.00
O6 1.60 3.07 1.92  0.00
H27 -3.86 -3.19 -1.30  0.00
H28 -2.63 -2.40 -1.17  0.00
O7 -3.58 -2.50 -0.87  0.00
H29 -0.68 -2.72 4.28  0.00
H30 -0.55 -3.51 3.02  0.00
O8 -0.14 -3.39 3.91  0.00
H31 1.83 4.66 -1.03  0.00
H32 2.72 3.46 -0.71  0.00
O9 2.46 4.35 -0.34  0.00
H33 -2.61 0.03 2.04  0.00
H34 -1.53 0.01 2.94  0.00
O10 -2.20 -0.61 2.57  0.00
H35 0.06 1.06 2.76  0.00
H36 0.78 -0.27 3.31  0.00
O11 0.09 0.43 3.52  0.00
H37 -0.36 4.08 -2.19  0.00
H38 0.85 3.55 -2.95  0.00
O12 0.45 3.65 -2.09  0.00

Results
net charge: +1
energy above the lowest of the compared OMol25 structures with the same formula, charge and spin: 3.253 eV
molar mass: 318.4 g mol⁻¹
electronic energy: -1225.2541 a.u.
2S+1: 2


Entry 2:
The following is a DFT calculation (ωB97M-V/def2-TZVPD) of a cluster of 14 separate species, C5H38NO13S in total at a distorted geometry.

Last column: natural (NBO) charge in e.
Positions of all 58 atoms, in Å:
C1 -1.41 -3.07 -1.52  -0.43
C2 -0.17 -2.69 -2.34  -0.53
S1 1.45 -3.29 -1.75  -0.60
C3 -1.68 -2.45 -0.07  -0.23
N1 -1.98 -0.94 -0.26  -0.48
C4 -3.11 -0.45 0.44  -0.39
C5 -0.81 -0.28 0.20  -0.42
H1 -1.13 -4.18 -1.39  0.20
H2 -2.28 -2.96 -2.08  0.19
H3 -0.19 -3.06 -3.46  0.21
H4 -0.27 -1.50 -2.46  0.15
H5 -0.80 -2.60 0.57  0.20
H6 -2.48 -2.96 0.41  0.19
H7 -2.88 -0.29 1.61  0.13
H8 -3.99 -1.15 0.33  0.20
H9 -3.29 0.50 0.08  0.20
H10 0.01 -0.77 -0.47  0.26
H11 -1.01 0.85 0.15  0.19
H12 -0.68 -0.46 1.28  0.11
H13 3.74 -1.46 -2.02  0.51
H14 4.13 -1.45 -0.45  0.51
O1 4.13 -0.87 -1.26  -0.99
H15 -0.05 -0.65 3.90  0.52
H16 -0.75 -0.54 2.61  0.46
O2 -0.76 -0.09 3.39  -0.99
H17 -1.55 2.12 0.12  0.48
H18 -0.72 3.03 -0.91  0.52
O3 -1.62 2.54 -0.77  -1.02
H19 1.49 0.90 0.80  0.47
H20 0.40 1.61 1.44  0.50
O4 1.35 1.40 1.53  -0.99
H21 2.70 2.27 -0.74  0.50
H22 2.44 2.74 0.71  0.49
O5 2.65 3.05 -0.14  -1.00
H23 1.87 -1.26 2.37  0.51
H24 1.89 0.07 2.78  0.49
O6 1.75 -0.72 3.24  -1.02
H25 -1.46 1.62 2.63  0.52
H26 -0.83 3.02 2.34  0.49
O7 -1.07 2.19 1.94  -0.96
H27 -1.78 1.54 -2.21  0.51
H28 -1.37 0.16 -2.45  0.49
O8 -1.42 0.97 -2.94  -0.98
H29 1.09 1.57 -4.37  0.48
H30 0.17 1.53 -3.14  0.52
O9 1.11 1.68 -3.46  -1.00
H31 1.47 3.62 -1.27  0.51
H32 0.71 3.29 -2.67  0.50
O10 0.62 3.72 -1.78  -1.02
H33 -1.94 -1.50 5.61  0.44
H34 -2.04 -0.67 4.48  0.47
O11 -2.58 -1.24 4.87  -0.93
H35 1.80 1.01 -2.02  0.53
H36 2.81 0.19 -1.02  0.51
O12 1.97 0.68 -1.07  -1.06
H37 1.94 -2.14 -0.20  0.47
H38 2.09 -0.65 0.23  0.46
O13 2.29 -1.53 0.60  -1.08

Results
net charge: -1
energy above the lowest of the compared OMol25 structures with the same formula, charge and spin: 4.613 eV
molar mass: 352.4 g mol⁻¹
electronic energy: -1644.3262 a.u.
2S+1: 1


Entry 3:
The following is a DFT calculation (ωB97M-V/def2-TZVPD) of a cluster of 13 separate species, C5H38NO14 in total at a distorted geometry.

Last column: Mulliken spin population.
Positions of all 58 atoms, in Å:
C1 2.69 2.00 1.53  0.01
O1 3.31 2.08 0.25  -0.04
C2 1.43 1.08 1.59  0.09
C3 1.12 0.63 3.10  -0.03
C4 -0.15 -0.13 3.19  0.05
C5 -0.42 -1.36 2.25  0.16
O2 -0.89 -0.80 1.07  0.31
N1 0.24 1.65 0.93  0.73
H1 2.33 2.98 1.97  -0.02
H2 3.51 1.48 2.27  0.01
H3 2.71 1.64 -0.39  0.04
H4 1.84 0.17 1.00  0.19
H5 1.27 1.41 3.87  -0.02
H6 2.02 -0.05 3.20  0.00
H7 -0.47 -0.67 4.07  0.01
H8 -1.13 0.58 3.12  0.00
H9 -1.45 -1.77 2.64  0.01
H10 0.29 -2.03 1.95  -0.04
H11 -0.75 -1.40 0.22  -0.11
H12 -0.50 0.99 0.91  -0.17
H13 0.45 2.04 -0.09  -0.11
H14 -0.09 2.50 1.49  -0.01
H15 3.27 -1.43 0.32  0.04
H16 4.52 -2.37 0.60  -0.01
O3 3.69 -2.05 1.02  0.03
H17 -3.30 0.52 -0.89  0.09
H18 -3.20 0.86 -2.35  0.09
O4 -2.64 0.79 -1.60  -0.13
H19 1.29 4.10 -1.13  0.07
H20 2.21 3.95 0.12  0.04
O5 1.38 3.84 -0.33  -0.19
H21 1.32 -4.76 -1.70  0.01
H22 1.25 -3.53 -2.56  0.00
O6 1.28 -3.78 -1.61  0.01
H23 -0.35 -2.64 -1.28  0.12
H24 -0.41 -1.23 -1.77  0.03
O7 -0.96 -1.89 -1.32  0.24
H25 -2.56 -0.56 0.49  -0.06
H26 -4.01 -0.98 0.28  0.01
O8 -3.52 -0.36 0.53  -0.06
H27 -2.40 -2.15 -2.31  0.07
H28 -3.67 -1.16 -2.35  -0.02
O9 -3.31 -1.97 -2.57  -0.15
H29 -0.78 0.94 -1.74  0.24
H30 -0.66 2.22 -2.35  0.23
O10 -0.12 1.57 -1.91  -0.96
H31 0.56 -0.48 -4.30  0.09
H32 0.78 0.69 -3.22  0.22
O11 0.99 -0.26 -3.54  -0.25
H33 2.22 -0.72 -2.12  0.09
H34 3.76 -0.96 -2.33  -0.02
O12 3.08 -0.60 -1.70  0.08
H35 -1.77 4.00 2.10  0.01
H36 -2.83 3.61 1.08  0.01
O13 -1.99 3.34 1.55  -0.02
H37 -4.10 -3.42 0.00  0.01
H38 -3.21 -3.10 -1.09  0.01
O14 -3.19 -3.06 -0.17  -0.04

Results
energy above the lowest of the compared OMol25 structures with the same formula, charge and spin: 5.338 eV
molar mass: 336.4 g mol⁻¹
electronic energy: -1321.1609 a.u.
2S+1: 2